A cluster of 7 separate species, C41H65BN9O7S in total in a non-equilibrium geometry. Source: the OMol25 dataset; level of theory: ωB97M-V/def2-TZVPD.

Last columns: bonded neighbours and bond lengths (Å).
CARTESIAN COORDINATES (ANGSTROEM)
1 C -3.435 3.362 -3.163  C2 1.538, H30 1.092, H31 1.096, H32 1.091
2 C -4.647 2.456 -3.437  C1 1.538, N3 1.464, H33 1.095, H34 1.092
3 N -5.330 2.120 -2.186  C2 1.464, C4 1.451, C27 1.410
4 C -4.620 1.180 -1.338  N3 1.451, C5 1.549, H35 1.089, H36 1.099
5 C -4.644 -0.301 -1.792  C4 1.549, C6 1.567, H37 1.091, H38 1.098
6 C -3.329 -0.798 -2.486  C5 1.567, C7 1.545, O26 1.420, H39 1.101
7 C -2.507 -1.811 -1.659  C6 1.545, N8 1.494, H40 1.097, H41 1.090
8 N -1.502 -1.247 -0.707  C7 1.494, N9 1.434, B13 1.546, C17 1.518
9 N -1.903 -0.870 0.616  N8 1.434, C10 1.282
10 C -2.968 -1.340 1.153  N9 1.282, C11 1.512, C12 1.513
11 C -3.362 -2.790 1.323  C10 1.512, H42 1.093, H43 1.092, H44 1.091
12 C -3.932 -0.364 1.790  C10 1.513, H45 1.082, H46 1.097, H47 1.093
13 B -0.416 -2.338 -0.560  N8 1.546, O14 1.366, O15 1.356
14 O 0.449 -2.614 -1.580  B13 1.366, H48 0.968
15 O -0.292 -3.022 0.604  B13 1.356, C16 1.439
16 C 0.924 -2.722 1.312  O15 1.439, H49 1.089, H50 1.095, H51 1.097
17 C -0.956 0.028 -1.324  N8 1.518, C18 1.536, C25 1.538, H52 1.093
18 C 0.493 0.416 -0.995  C17 1.536, C19 1.564, H53 1.094, H54 1.092
19 C 0.841 0.750 0.493  C18 1.564, C20 1.543, H55 1.095, H56 1.089
20 C 0.500 2.207 0.870  C19 1.543, S21 1.793, H57 1.093, H58 1.091
21 S -0.919 2.422 1.944  C20 1.793, O22 1.426, O23 1.438, O24 1.616
22 O -1.246 1.248 2.683  S21 1.426
23 O -0.641 3.496 2.859  S21 1.438
24 O -2.150 2.918 1.020  S21 1.616, H59 0.977
25 C -1.179 0.105 -2.844  C17 1.538, O26 1.418, H60 1.089, H61 1.099
26 O -2.574 0.265 -3.048  C6 1.420, C25 1.418
27 C -6.695 1.807 -2.353  N3 1.410, C28 1.523, O29 1.191
28 C -7.636 2.059 -1.183  C27 1.523, H62 1.085, H63 1.095, H64 1.093
29 O -7.123 1.397 -3.386  C27 1.191
30 H -2.700 3.316 -3.970  C1 1.092
31 H -2.902 3.096 -2.243  C1 1.096
32 H -3.786 4.385 -3.018  C1 1.091
33 H -4.395 1.605 -4.077  C2 1.095
34 H -5.343 3.069 -4.013  C2 1.092
35 H -3.590 1.477 -1.146  C4 1.089
36 H -5.115 1.213 -0.358  C4 1.099
37 H -5.488 -0.544 -2.439  C5 1.091
38 H -4.766 -0.960 -0.922  C5 1.098
39 H -3.687 -1.391 -3.342  C6 1.101
40 H -1.943 -2.394 -2.398  C7 1.097
41 H -3.204 -2.546 -1.255  C7 1.090
42 H -4.443 -2.893 1.201  C11 1.093
43 H -3.084 -3.117 2.328  C11 1.092
44 H -2.872 -3.451 0.606  C11 1.091
45 H -3.688 0.654 1.518  C12 1.082
46 H -3.859 -0.488 2.878  C12 1.097
47 H -4.943 -0.665 1.505  C12 1.093
48 H 1.359 -2.348 -1.385  O14 0.968
49 H 1.421 -3.611 1.696  C16 1.089
50 H 1.637 -2.103 0.756  C16 1.095
51 H 0.645 -2.140 2.199  C16 1.097
52 H -1.589 0.815 -0.905  C17 1.093
53 H 0.645 1.374 -1.503  C18 1.094
54 H 1.250 -0.224 -1.453  C18 1.092
55 H 1.933 0.692 0.545  C19 1.095
56 H 0.465 0.017 1.205  C19 1.089
57 H 0.396 2.845 -0.011  C20 1.093
58 H 1.341 2.623 1.428  C20 1.091
59 H -2.842 3.150 1.669  O24 0.977
60 H -0.681 0.982 -3.252  C25 1.089
61 H -0.786 -0.761 -3.394  C25 1.099
62 H -8.661 2.169 -1.523  C28 1.085
63 H -7.335 3.007 -0.725  C28 1.095
64 H -7.532 1.257 -0.448  C28 1.093
65 N 2.910 -6.396 1.174  C66 1.370, C69 1.370, H70 1.004
66 C 2.985 -5.526 0.118  N65 1.370, C67 1.368, H71 1.078
67 C 4.299 -5.416 -0.248  C66 1.368, C68 1.418, H72 1.078
68 C 5.049 -6.252 0.618  C67 1.418, C69 1.370, H73 1.077
69 C 4.167 -6.846 1.481  N65 1.370, C68 1.370, H74 1.077
70 H 2.067 -6.661 1.650  N65 1.004
71 H 2.099 -5.060 -0.281  C66 1.078
72 H 4.681 -4.802 -1.047  C67 1.078
73 H 6.116 -6.399 0.607  C68 1.077
74 H 4.323 -7.543 2.287  C69 1.077
75 N 1.888 2.631 6.016  C76 1.366, C79 1.370, H80 1.004
76 C 1.204 2.228 4.904  N75 1.366, C77 1.372, H81 1.078
77 C 1.727 1.023 4.507  C76 1.372, C78 1.422, H82 1.079
78 C 2.764 0.686 5.420  C77 1.422, C79 1.368, H83 1.078
79 C 2.837 1.697 6.340  N75 1.370, C78 1.368, H84 1.077
80 H 1.721 3.483 6.519  N75 1.004
81 H 0.409 2.822 4.486  C76 1.078
82 H 1.400 0.445 3.656  C77 1.079
83 H 3.383 -0.195 5.403  C78 1.078
84 H 3.479 1.833 7.194  C79 1.077
85 N 8.245 -4.485 4.017  C86 1.368, C89 1.368, H90 1.004
86 C 7.183 -5.135 3.451  N85 1.368, C87 1.369, H91 1.077
87 C 6.062 -4.378 3.662  C86 1.369, C88 1.419, H92 1.077
88 C 6.463 -3.222 4.380  C87 1.419, C89 1.373, H93 1.079
89 C 7.818 -3.315 4.582  N85 1.368, C88 1.373, H94 1.077
90 H 9.193 -4.816 4.018  N85 1.004
91 H 7.317 -6.078 2.948  C86 1.077
92 H 5.064 -4.624 3.336  C87 1.077
93 H 5.830 -2.413 4.710  C88 1.079
94 H 8.509 -2.653 5.076  C89 1.077
95 N -3.777 8.777 -1.772  C96 1.367, C99 1.368, H100 1.004
96 C -4.567 7.670 -1.630  N95 1.367, C97 1.370, H101 1.077
97 C -3.924 6.800 -0.790  C96 1.370, C98 1.421, H102 1.078
98 C -2.699 7.409 -0.407  C97 1.421, C99 1.369, H103 1.078
99 C -2.639 8.628 -1.028  N95 1.368, C98 1.369, H104 1.077
100 H -3.999 9.577 -2.336  N95 1.004
101 H -5.515 7.597 -2.137  C96 1.077
102 H -4.290 5.834 -0.483  C97 1.078
103 H -1.948 7.000 0.249  C98 1.078
104 H -1.889 9.400 -1.005  C99 1.077
105 N 6.986 -0.366 2.648  C106 1.366, C109 1.367, H110 1.008
106 C 6.306 -0.085 1.497  N105 1.366, C107 1.372, H111 1.077
107 C 6.312 1.276 1.324  C106 1.372, C108 1.419, H112 1.078
108 C 7.029 1.836 2.414  C107 1.419, C109 1.371, H113 1.077
109 C 7.433 0.796 3.210  N105 1.367, C108 1.371, H114 1.077
110 H 7.134 -1.290 3.024  N105 1.008
111 H 5.878 -0.875 0.903  C106 1.077
112 H 5.855 1.810 0.507  C107 1.078
113 H 7.226 2.880 2.592  C108 1.077
114 H 7.999 0.785 4.127  C109 1.077
115 N -0.027 -1.390 -8.027  C116 1.367, C119 1.367, H120 1.004
116 C 0.315 -2.428 -7.206  N115 1.367, C117 1.370, H121 1.077
117 C -0.493 -2.373 -6.101  C116 1.370, C118 1.422, H122 1.079
118 C -1.360 -1.258 -6.268  C117 1.422, C119 1.369, H123 1.079
119 C -1.048 -0.674 -7.467  N115 1.367, C118 1.369, H124 1.077
120 H 0.406 -1.184 -8.909  N115 1.004
121 H 1.100 -3.113 -7.476  C116 1.077
122 H -0.467 -3.058 -5.268  C117 1.079
123 H -2.126 -0.924 -5.585  C118 1.079
124 H -1.463 0.184 -7.967  C119 1.077

Properties
Net charge   +1
Energy   -82817.511 eV
HOMO level   -9.61 eV

Atom charges from the Löwdin analysis, given in e for atoms 1 to 4: -0.06 -0.21 -0.08 -0.16